{"formula": "C64H50CdN10O2S4", "method": "wB97M-V/def2-TZVPD", "symbols": ["C", "O", "C", "C", "H", "C", "C", "H", "C", "H", "C", "C", "C", "H", "C", "S", "C", "C", "H", "C", "C", "N", "C", "C", "H", "N", "C", "H", "H", "N", "C", "H", "H", "C", "C", "C", "C", "C", "N", "H", "H", "C", "C", "H", "H", "C", "H", "Cd", "H", "C", "H", "O", "H", "C", "C", "N", "H", "H", "C", "N", "C", "C", "C", "H", "C", "C", "C", "H", "S", "H", "H", "H", "H", "H", "H", "C", "H", "C", "C", "C", "C", "C", "C", "H", "C", "C", "H", "S", "C", "C", "H", "H", "H", "H", "C", "C", "C", "H", "C", "C", "H", "C", "H", "C", "C", "C", "H", "H", "H", "C", "N", "C", "H", "H", "H", "C", "S", "C", "C", "C", "H", "H", "H", "C", "H", "H", "H", "N", "N", "N", "C"], "positions_angstrom": [[1.88, -2.39, 0.01], [-0.43, -3.21, -3.51], [-4.77, 2.21, 0.82], [6.63, -3.78, -3.64], [-4.94, 1.74, 1.78], [1.22, -1.65, 2.23], [-4.06, 6.40, 2.02], [-3.48, 1.35, -3.46], [-2.15, -2.00, -2.43], [-6.78, 2.93, 0.65], [6.64, -2.46, -3.21], [-2.81, 1.86, -5.44], [-4.78, -1.29, -2.26], [4.56, 5.98, 1.33], [3.05, 0.27, -0.73], [-1.67, 2.57, -1.68], [-3.04, -2.46, -3.40], [-0.95, 3.50, -4.18], [-3.51, 1.20, -5.93], [2.01, 0.33, -2.76], [3.92, 5.28, 0.80], [-0.60, 4.02, 1.33], [3.22, 0.33, -3.44], [2.21, -3.06, -2.31], [7.13, -2.17, -2.29], [1.93, 0.29, -1.44], [-5.81, 2.88, 0.18], [4.82, -1.23, -5.78], [-2.92, 0.25, 2.35], [6.01, -4.19, -4.74], [-5.60, 3.50, -1.05], [-1.90, 2.51, -7.27], [-0.31, 4.86, 3.53], [4.31, 0.26, -1.32], [5.98, -1.52, -3.98], [-4.57, 7.27, 1.07], [-2.97, 5.60, 1.72], [3.40, 4.07, -1.22], [-1.00, 4.10, -1.36], [-4.40, 8.03, -0.93], [1.75, 7.93, -2.62], [1.56, 8.51, -0.56], [-0.70, -2.48, -2.55], [1.06, 0.34, -3.30], [0.41, 5.84, -2.32], [2.06, 3.79, 0.74], [-5.81, -0.99, -2.14], [-0.35, -0.44, -0.12], [0.97, -1.28, 4.83], [4.20, 4.96, -0.53], [2.32, 1.50, 3.18], [2.19, -1.95, 2.93], [3.54, -2.74, 1.30], [0.61, 6.51, -1.49], [-0.97, 3.41, -5.56], [0.06, -2.09, -1.53], [0.24, 5.05, 5.94], [-0.11, 6.76, 1.82], [-0.94, -0.28, 5.02], [-1.07, -0.63, 2.27], [-4.38, -2.11, -3.31], [1.37, -2.54, -1.32], [0.31, 7.03, 0.85], [-2.44, 6.60, -1.48], [5.33, -1.93, -5.14], [-4.00, 7.35, -0.19], [3.18, -2.83, 0.29], [2.93, 0.23, 0.35], [-0.94, 4.77, 0.03], [5.05, 5.42, -1.02], [-2.69, 1.62, 0.67], [1.20, 8.85, 1.53], [-4.17, 3.92, -2.61], [-0.90, -0.15, 6.09], [-4.51, 6.34, 3.01], [2.20, 2.40, 5.14], [-2.86, 0.69, 4.79], [0.09, -0.90, 4.34], [-2.06, -0.04, 2.94], [3.51, -3.45, -2.01], [1.88, 2.28, 3.79], [2.31, 3.48, -0.58], [0.70, 4.28, 5.34], [1.82, -3.17, -3.31], [0.39, 4.18, 3.99], [0.11, 6.20, -0.24], [2.90, 1.70, 5.59], [0.67, 2.90, 1.49], [3.99, -3.35, -0.71], [1.04, 8.19, 0.69], [3.24, 0.35, -4.52], [4.87, -3.65, -6.35], [-2.66, -3.10, -4.19], [-5.43, 7.89, 1.31], [2.85, 4.69, 1.44], [-2.04, 0.18, 4.30], [0.99, 3.18, 3.23], [-6.41, 4.02, -1.53], [5.37, -3.28, -5.46], [-3.82, -0.88, -1.35], [-5.10, -2.48, -4.02], [1.34, 7.68, -1.65], [3.62, 3.81, -2.25], [-1.90, 2.59, -6.19], [1.61, 3.39, 5.91], [-4.35, 3.44, -1.65], [-4.11, -0.26, -0.52], [-2.53, 4.91, 2.43], [2.13, 9.42, -0.68], [-1.87, 2.78, -3.44], [0.52, 1.53, 1.07], [-2.92, 6.55, -0.51], [-0.22, 4.12, -3.66], [-0.25, 3.96, -6.15], [5.20, 0.22, -0.71], [-3.52, 2.14, 0.22], [6.00, 0.20, -3.48], [-3.33, 2.75, -1.01], [4.39, 0.27, -2.70], [0.01, -1.03, 2.96], [1.85, 3.47, 6.96], [1.66, 2.78, -1.08], [2.64, 4.92, 2.48], [-2.42, 5.68, 0.45], [4.14, -3.86, -2.80], [4.99, -3.68, -0.48], [7.14, -4.54, -3.06], [-1.02, 1.33, -1.35], [1.01, -1.79, 0.93], [-2.53, -1.22, -1.42], [-2.80, 1.94, -4.06]], "multiplicity": 1, "largest_force_ev_per_a": 0.61, "orbital_gap_ev": 5.39, "total_charge": 0, "relative_energy_kcal_mol": 13.0}

{"formula": "C64H51IN8O4PRbS", "method": "wB97M-V/def2-TZVPD", "symbols": ["C", "H", "C", "H", "C", "C", "C", "H", "C", "C", "H", "O", "H", "C", "H", "C", "H", "H", "N", "H", "H", "C", "H", "H", "N", "H", "P", "C", "H", "N", "H", "H", "H", "H", "C", "C", "C", "H", "Rb", "C", "C", "C", "C", "H", "C", "H", "H", "H", "C", "H", "C", "N", "C", "C", "H", "C", "H", "H", "H", "C", "H", "H", "C", "C", "C", "N", "H", "C", "I", "C", "H", "H", "C", "C", "O", "H", "C", "C", "C", "C", "C", "S", "N", "C", "H", "C", "O", "H", "H", "C", "C", "C", "C", "H", "C", "C", "C", "C", "C", "H", "C", "H", "C", "C", "C", "C", "C", "H", "H", "C", "H", "C", "N", "H", "C", "H", "C", "H", "H", "N", "C", "H", "H", "C", "H", "O", "C", "C", "C", "H", "C"], "positions_angstrom": [[-5.38, 0.78, 3.25], [-2.29, -2.95, 6.17], [-3.89, 2.96, 3.99], [1.92, -4.11, -3.69], [-5.82, 1.59, 4.30], [-3.84, -1.59, -0.13], [0.07, -3.48, 3.80], [-4.22, -2.82, -6.32], [2.42, -3.88, 3.18], [-0.65, -3.65, 4.97], [0.89, -5.19, 3.03], [-5.67, -1.04, 1.20], [2.12, 0.12, -4.29], [-4.69, -2.41, -0.87], [6.27, -4.12, 0.75], [2.75, 1.47, 1.13], [-6.73, 0.01, -3.37], [2.29, -1.51, -0.32], [-2.27, 2.60, 2.25], [2.47, 5.78, 2.82], [0.67, 4.44, 4.00], [-1.23, 2.98, 2.97], [5.40, 1.09, 3.20], [-2.80, -2.83, -5.24], [-0.05, 3.61, 0.85], [1.63, -5.35, 1.05], [2.18, 1.15, -1.54], [2.92, 3.45, -3.14], [-5.74, -2.39, -0.65], [-4.20, -1.33, -4.89], [2.42, 7.29, -3.76], [-5.39, 3.34, 5.48], [1.71, 1.76, 1.17], [-3.29, 3.81, 4.28], [1.82, 5.12, 0.88], [-0.13, 3.70, 2.18], [-0.26, -2.47, 2.89], [-6.26, 0.28, -1.30], [-0.88, 0.60, 0.62], [2.14, -2.92, -1.92], [0.46, -2.35, 1.55], [2.29, -0.54, -2.24], [-3.38, 2.72, -1.18], [4.68, 6.29, -3.98], [-2.77, -3.26, -2.03], [5.11, 0.27, -0.98], [-2.30, -3.91, -2.75], [-2.91, -1.62, -6.51], [2.04, -2.01, -4.14], [4.51, -1.33, 3.98], [3.49, 1.48, 2.30], [-2.52, -1.59, -0.34], [-4.15, -3.24, -1.84], [3.21, 2.09, -2.77], [-2.49, 3.34, -1.11], [-2.03, -1.78, 4.39], [2.43, -6.54, 2.11], [-4.19, 3.47, 0.65], [6.42, 0.30, 1.08], [2.59, -5.67, 1.46], [2.07, -3.75, -1.22], [-2.85, -1.10, 4.60], [3.81, 5.67, -3.73], [0.78, 4.46, 2.92], [3.32, 1.08, -0.08], [-3.46, 1.89, -2.22], [4.61, 0.52, -2.96], [4.15, -2.24, 3.50], [-0.13, 2.88, -3.46], [-5.07, 2.70, 4.67], [4.82, -4.53, -0.17], [-6.15, 1.92, 0.55], [-4.49, 1.07, -2.25], [4.65, 0.64, -0.07], [-1.00, 2.87, 4.20], [2.28, -2.24, 4.56], [-5.81, -0.35, -3.78], [2.57, 6.22, -3.63], [-5.50, 1.04, -1.29], [4.42, 1.57, -3.14], [-3.49, -2.20, -5.79], [-1.91, -0.26, -4.04], [1.17, -4.38, 3.54], [2.03, -3.11, -3.29], [6.41, 1.91, -3.92], [-3.57, -0.45, -4.06], [0.49, -3.38, 0.84], [-4.79, -3.89, -2.43], [-6.74, 1.34, 4.80], [3.19, -4.51, 2.20], [4.82, 1.09, 2.28], [-4.48, -0.73, 0.97], [-5.57, -1.27, -4.72], [-5.96, -0.07, 2.97], [1.46, 5.38, -3.44], [5.39, 0.65, 1.09], [-4.35, 2.82, -0.20], [4.01, 4.28, -3.54], [2.28, -1.64, -1.40], [6.08, 4.36, -4.11], [4.92, -2.86, 2.54], [3.02, 1.79, 3.22], [1.76, 5.18, 2.27], [1.61, 4.03, -3.23], [2.91, -2.74, 3.83], [-1.72, -2.81, 5.26], [0.90, 4.31, 0.23], [-0.92, -2.40, -1.34], [0.93, 4.21, -0.85], [-5.43, 1.95, -0.26], [0.46, 5.80, -3.50], [-4.18, 1.03, 2.54], [-3.71, 0.22, 1.49], [-1.62, -0.80, 2.57], [4.45, -4.00, 1.89], [2.57, 5.66, 0.31], [-1.30, -1.60, 3.22], [1.92, -2.15, -5.21], [-0.36, -4.43, 5.66], [-4.59, 0.16, -3.36], [5.46, 2.37, -3.67], [3.22, -6.00, 0.63], [-6.25, -1.88, -5.29], [-3.42, 2.16, 2.95], [5.48, -5.69, 0.99], [0.95, -1.22, 1.30], [5.30, -4.62, 0.80], [5.28, 3.71, -3.79], [2.15, -0.73, -3.62], [5.89, -2.46, 2.27], [-2.00, -2.41, -1.25]], "multiplicity": 1, "largest_force_ev_per_a": 0.78, "orbital_gap_ev": 5.19, "total_charge": -2, "relative_energy_kcal_mol": 12.8}

{"formula": "C64H72AsInN14O2", "method": "wB97M-V/def2-TZVPD", "symbols": ["C", "C", "H", "C", "H", "H", "C", "C", "C", "H", "H", "H", "H", "C", "H", "C", "C", "H", "C", "H", "C", "C", "C", "O", "C", "H", "O", "C", "C", "C", "H", "H", "C", "H", "C", "H", "H", "H", "H", "C", "H", "H", "H", "C", "H", "H", "H", "H", "H", "C", "H", "C", "C", "H", "H", "N", "H", "C", "C", "C", "C", "H", "C", "H", "C", "C", "N", "N", "C", "N", "H", "N", "C", "C", "C", "C", "H", "N", "In", "H", "C", "C", "H", "H", "H", "H", "H", "C", "C", "C", "C", "H", "H", "H", "H", "C", "H", "H", "N", "C", "N", "C", "N", "H", "C", "H", "C", "C", "H", "N", "C", "H", "H", "H", "C", "H", "As", "C", "C", "C", "H", "H", "N", "H", "N", "H", "H", "H", "N", "H", "C", "C", "H", "N", "C", "H", "H", "C", "H", "C", "C", "H", "H", "H", "H", "C", "C", "H", "C", "C", "H", "C", "H", "H"], "positions_angstrom": [[6.72, -1.90, -2.14], [0.43, -1.74, 6.05], [0.83, 1.81, 0.36], [-1.49, 1.56, -3.86], [-0.68, 2.95, 3.55], [-2.05, 3.94, 0.20], [3.45, -4.26, -4.02], [2.15, -0.86, 0.82], [0.02, -0.39, 4.06], [1.74, 1.10, 5.76], [-3.26, 2.56, -3.11], [2.47, -5.78, -5.15], [-4.36, -3.63, -4.80], [2.61, 0.86, -4.03], [-4.67, -2.40, 4.27], [2.92, 2.12, -3.53], [-0.56, 2.64, -3.37], [7.74, -2.26, -2.04], [4.12, -0.97, -2.40], [3.42, 4.15, -3.96], [0.84, 4.83, -2.38], [-3.51, 0.95, 4.43], [6.40, -0.62, -1.74], [-5.02, -0.95, 2.23], [-1.31, -0.09, 4.52], [-1.86, -3.66, -4.75], [-5.72, -1.91, -0.49], [1.10, 3.90, -0.09], [-3.82, -3.25, -3.94], [5.75, -2.73, -2.68], [0.36, -2.09, -4.79], [7.17, 0.03, -1.34], [1.72, 1.77, 4.89], [-4.13, 1.04, -0.51], [0.64, 2.78, 0.83], [3.04, -1.42, 0.50], [3.43, 2.09, 1.62], [3.18, 3.85, -6.40], [0.52, -4.38, -5.70], [-1.56, -3.69, 4.47], [-1.88, 3.22, 4.84], [1.11, -8.07, -0.72], [-1.62, -0.58, -4.07], [-3.14, -2.28, 2.79], [-0.02, 0.09, -4.46], [1.28, 5.43, 1.45], [-3.28, 3.36, -0.93], [6.02, -3.73, -3.01], [2.97, 2.25, -2.45], [5.09, -0.16, -1.85], [4.01, 0.72, 5.05], [-2.29, 0.67, 3.82], [0.05, 2.54, -2.05], [-5.57, -2.72, -2.79], [4.84, 0.85, -1.54], [-1.90, -2.53, 2.42], [-4.48, 0.71, 1.19], [-0.88, 0.17, -3.79], [-0.79, -1.39, 6.55], [-1.78, -2.74, -2.80], [-1.12, -3.21, 3.25], [-5.22, 2.10, 0.39], [0.69, 5.25, 0.55], [-1.11, -1.73, 7.53], [-2.85, -3.40, 4.88], [-2.43, -3.26, -3.92], [-3.19, 2.33, 0.85], [-2.57, 3.38, 2.83], [-2.79, 1.58, -3.05], [2.44, 1.21, 3.77], [2.20, 3.89, -0.13], [1.60, -4.95, -0.74], [2.25, -2.17, -3.79], [-3.82, 0.51, 5.71], [1.80, 0.46, 2.80], [4.45, -2.26, -2.83], [-3.14, -0.64, 7.37], [2.54, 0.20, 1.70], [-1.33, -0.68, 0.40], [2.18, 2.72, 5.16], [0.41, 4.83, -3.69], [-3.07, 3.57, 0.12], [1.37, 5.70, -2.02], [-3.22, -3.72, 5.84], [4.30, -4.89, -3.79], [-3.76, 4.36, 0.45], [-2.55, 1.35, -2.01], [-2.66, 2.20, 2.11], [1.24, -3.74, -0.97], [-4.06, -1.60, 1.82], [-1.67, -0.58, 5.81], [4.48, 0.75, 1.11], [0.69, 1.94, 4.62], [-4.05, 4.17, 4.08], [-1.27, 4.59, 3.89], [3.15, 3.18, -4.37], [-3.48, 0.83, -3.43], [4.32, 0.37, 3.35], [-2.19, 1.06, 2.50], [-4.49, -2.75, -2.84], [-3.67, -1.83, 0.56], [-3.66, -2.67, 4.02], [-0.42, -6.09, -1.16], [3.16, 1.29, 0.06], [2.50, 0.70, -5.40], [1.64, -0.49, -0.08], [0.89, -6.03, -0.80], [2.41, -4.77, -4.78], [-0.77, 3.80, -5.14], [0.16, 1.41, -1.45], [3.86, 1.08, 4.03], [4.36, 2.05, 3.93], [-4.56, 3.86, 2.43], [1.09, -2.40, 6.60], [0.83, -1.23, 4.82], [2.58, 1.64, -7.32], [2.25, -0.55, -2.73], [-4.50, -1.93, -0.49], [-2.92, -0.26, 6.39], [2.69, 1.78, -6.25], [-0.93, -5.22, -1.21], [-4.78, 0.76, 6.14], [1.51, -7.19, -0.47], [2.27, -0.27, -5.82], [0.56, 0.06, 2.88], [2.52, -7.14, -0.40], [0.61, 5.68, -4.33], [0.83, 6.10, -0.11], [-2.43, -2.29, -1.74], [-1.74, 1.78, -4.91], [-4.31, 1.50, 0.46], [3.03, 3.02, -5.74], [1.47, -1.53, 1.34], [1.08, -2.61, -1.15], [1.23, -2.69, -4.57], [1.80, -1.48, 4.43], [-0.70, -2.70, -2.75], [3.46, 1.14, 1.10], [-3.51, 5.25, 2.78], [0.62, 3.78, -1.52], [1.32, -3.98, -5.08], [1.15, 2.84, 1.78], [-0.55, -0.02, -2.76], [-0.94, -6.93, -1.03], [-0.43, 2.83, 1.01], [3.38, -2.96, -3.54], [-1.55, 3.54, 3.84], [-0.11, -3.38, 2.91], [-3.75, -2.30, -1.75], [-0.35, 3.75, -4.14], [-0.90, -4.27, 5.10], [-3.73, 4.21, 3.04], [-4.26, 1.47, 3.85], [-0.36, 5.22, 0.85]], "multiplicity": 1, "largest_force_ev_per_a": 1.60, "orbital_gap_ev": [5.34, 6.59], "total_charge": 0, "relative_energy_kcal_mol": 91.7}